Version i
This record from the Open Molecules 2025 dataset describes 2 unconnected molecules or ions with the total composition C2H5S. The level of theory is the ωB97M-V functional and the def2-TZVPD basis.

charge: -1
frontier orbital gap: 6.180 eV
highest occupied orbital energy: -2.4 eV
M: 61.13 g mol⁻¹

Geometry (Å):
H  -0.4136  -0.2738  -1.9979
S  2.6661  -1.5436  2.1266
C  -0.6311  0.8030  -0.1667
H  2.2478  -2.7714  2.5792
H  -1.7801  1.0043  -2.0180
C  -0.9267  0.5464  -1.4573
H  0.0389  0.4519  0.6880
H  -1.2011  1.7832  0.2461

***

Version ii
This record from the Open Molecules 2025 dataset describes 2 unconnected molecules or ions with the total composition C2H5S. The level of theory is the ωB97M-V functional and the def2-TZVPD basis.

charge: -1
frontier orbital gap: 6.790 eV
highest occupied orbital energy: -2.4 eV
M: 61.13 g mol⁻¹

Geometry (Å):
H  -0.8136  0.7947  2.9370
S  1.0651  -0.5117  -1.4251
H  -1.2065  0.6703  -0.0443
H  1.7378  -1.5313  -0.9447
H  -2.2560  1.6640  1.2070
C  -0.8541  0.3283  1.9593
C  -1.5662  0.8630  0.9644
H  -0.1702  -0.4882  1.7641

***

Relative energies, in hartree, with the most stable structure set to zero: version i 0.0156; version ii 0.0000.

***

Version i
This record from the Open Molecules 2025 dataset describes 2 unconnected molecules or ions with the total composition CH3NO3. The level of theory is the ωB97M-V functional and the def2-TZVPD basis.

charge: -2
frontier orbital gap: 6.709 eV
highest occupied orbital energy: -0.9 eV
M: 77.04 g mol⁻¹

Geometry (Å):
O  -4.0531  -1.1528  11.5359
O  2.7274  -1.3394  -3.9051
N  1.8597  -0.5959  -4.5366
O  1.1922  -1.0066  -5.6290
C  1.5874  0.5848  -4.0492
H  -4.6605  -0.6345  12.1126
H  1.1689  1.2564  -4.6504
H  2.3178  0.9895  -3.2917

***

Version ii
This record from the Open Molecules 2025 dataset describes 3 unconnected molecules or ions with the total composition CH3NO3. The level of theory is the ωB97M-V functional and the def2-TZVPD basis.

charge: -2
frontier orbital gap (spin up / spin down): 5.185 / 5.186 eV
highest occupied orbital energy (spin up / spin down): -0.9 / -0.9 eV
M: 77.04 g mol⁻¹

Geometry (Å):
N  3.3500  -0.7374  1.1414
H  3.2503  -3.4616  1.2721
C  3.5744  -3.3059  2.4197
O  3.8708  -0.8607  0.0093
H  4.8051  -3.1524  2.4182
O  3.3335  0.3560  1.7400
H  -11.2907  5.2164  -4.7400
O  -10.8935  5.9456  -4.2608

***

Relative energies, in hartree, with the most stable structure set to zero: version i 0.0000; version ii 0.1193.

***

Version i
This record from the Open Molecules 2025 dataset describes a gas-phase ion, C5H10NO2 (charge -1). The level of theory is the ωB97M-V functional and the def2-TZVPD basis.

charge: -1
SMILES: C[C@@H](C(=O)[O-])N(C)C
frontier orbital gap: 7.800 eV
highest occupied orbital energy: -3.7 eV
M: 116.14 g mol⁻¹

Geometry (Å):
H  1.2529  0.4948  2.2072
H  -2.3371  -0.1152  -0.8815
O  1.4573  1.6960  0.1787
C  0.2712  0.1274  2.0226
H  1.2296  -1.1636  -0.9763
H  1.1881  -2.2424  0.4238
C  -0.3389  0.2315  0.6536
N  -0.6579  -1.1332  0.1290
H  -1.3732  0.6361  0.8104
C  0.4732  1.1500  -0.2946
H  -2.4270  -1.6248  -0.9646
H  0.6254  -0.9224  2.3368
C  0.5538  -1.8700  -0.3929
H  0.3925  -2.7489  -0.9999
O  -0.0388  1.2841  -1.4541
H  -1.0103  -0.6993  -1.7260
C  -1.6070  -0.9681  -0.9635
H  -0.3972  0.4530  2.9187

***

Version ii
This record from the Open Molecules 2025 dataset describes 2 unconnected molecules or ions with the total composition C5H10NO2. The level of theory is the ωB97M-V functional and the def2-TZVPD basis.

charge: -1
frontier orbital gap: 4.057 eV
highest occupied orbital energy: -2.9 eV
M: 116.14 g mol⁻¹

Geometry (Å):
C  2.5773  -0.5398  -0.4933
H  0.8755  -1.6137  -0.9197
H  -3.0047  -0.9459  -0.3626
H  -1.4123  0.5499  -1.4107
H  -2.6788  1.8906  0.2170
C  0.2061  0.3276  -0.0059
O  3.2553  0.4014  -0.0501
H  1.8844  1.1820  1.9752
N  -1.7196  1.5593  0.2499
C  1.1674  -0.7005  -0.4189
H  0.6066  1.2924  -0.3498
O  -1.5150  -1.9873  -1.0674
C  -1.2784  0.3587  -0.3235
H  0.2150  0.3840  1.1016
C  -1.9553  -1.0970  -0.1603
H  1.4257  1.7061  2.2276
H  -1.7506  -1.4447  0.8657
H  3.1012  -1.3230  -1.0748

***

Version iii
This record from the Open Molecules 2025 dataset describes a gas-phase ion, C5H10NO2 (charge -1). The level of theory is the ωB97M-V functional and the def2-TZVPD basis.

charge: -1
SMILES: [H]/N=C(\[O-])CCCCO
frontier orbital gap: 7.304 eV
highest occupied orbital energy: -3.3 eV
M: 116.14 g mol⁻¹

Geometry (Å):
N  -0.8903  -1.6116  -0.0894
H  0.0207  2.1121  0.3606
H  -1.6490  0.7954  -0.5030
O  -0.6554  -1.4518  -2.2321
H  0.9737  -0.5949  -0.0060
H  -1.1762  -2.5369  -0.2421
C  1.1089  0.7503  1.8517
O  -0.1776  0.4446  2.3095
H  1.6204  0.0159  2.4748
H  -0.7472  0.1874  1.6091
C  -0.6586  0.6206  -1.1228
C  -0.7817  -0.9324  -1.1541
H  1.3250  1.7567  2.3031
C  0.5406  1.3530  -0.4501
H  1.0490  2.1589  -1.1813
H  2.4592  0.7040  0.2900
C  1.4110  0.4915  0.3655
H  -0.7011  1.0425  -2.0406

***

Version iv
This record from the Open Molecules 2025 dataset describes a gas-phase ion, C5H10NO2 (charge -1). The level of theory is the ωB97M-V functional and the def2-TZVPD basis.

charge: -1
SMILES: CN[C@H](C=O)CC[O-]
frontier orbital gap: 6.772 eV
highest occupied orbital energy: -2.8 eV
M: 116.14 g mol⁻¹

Geometry (Å):
H  2.1759  -0.3685  0.5458
H  1.5028  -1.3705  1.8137
N  0.2325  0.1691  1.2008
H  -1.9157  0.0500  -0.5686
O  -0.8406  -2.2082  0.0829
C  -0.9078  -0.0190  -0.9902
H  -1.2726  -1.9129  -1.9198
H  -0.3399  -0.6904  1.1744
O  -0.7236  2.9433  -0.8420
H  -0.9158  2.3468  1.0885
H  0.4046  -1.6690  -1.5194
C  1.5822  -0.3346  1.4715
H  1.0184  0.9691  -0.6092
C  -0.6280  -1.5411  -1.0772
C  0.0613  0.7766  -0.1122
H  -0.9689  0.4249  -1.9887
H  2.1050  0.2891  2.2003
C  -0.5698  2.1453  0.0493

***

Relative energies, in hartree, with the most stable structure set to zero: version i 0.0000; version ii 0.2243; version iii 0.0388; version iv 0.0095.

***

Version i
This record from the Open Molecules 2025 dataset describes 2 unconnected molecules or ions with the total composition C11H16N3S. The level of theory is the ωB97M-V functional and the def2-TZVPD basis.

charge: +1
frontier orbital gap: 7.169 eV
highest occupied orbital energy: -11.9 eV
M: 222.34 g mol⁻¹

Geometry (Å):
C  0.9783  1.8494  -0.4204
H  -0.6909  -3.5712  -0.0861
H  2.6872  3.1144  1.8852
C  -1.8159  0.5352  1.3467
H  -1.8636  -2.2583  0.5121
H  1.9797  -1.3255  -1.2912
H  3.8879  2.8713  0.6243
H  -0.9712  0.4168  1.9792
H  1.6582  -0.1930  0.7418
H  2.4509  3.9252  0.1746
H  -2.1225  0.2680  -2.1216
C  -3.0528  0.9841  1.5799
C  -1.5011  0.2733  -0.0441
N  -0.1890  -0.3673  -0.2670
N  2.0466  1.7081  0.3236
C  1.3438  -2.0970  -0.8692
C  -3.6167  0.9752  -0.8076
H  -3.3337  1.3413  2.5607
C  -1.1410  -2.6282  -0.3260
H  -5.0130  1.6090  0.8448
C  -0.0479  -1.5929  -0.6077
N  2.4020  0.5167  0.9186
H  1.5517  -2.3567  0.1150
H  1.3012  -3.0390  -1.4440
H  -4.4136  1.1675  -1.5443
C  -2.2958  0.5415  -1.1044
C  2.8067  2.9528  0.7252
H  -1.8492  -2.5081  -1.1465
S  0.1287  2.5120  -1.5764
C  -4.0026  1.1935  0.5113
H  2.8496  0.7382  1.8109

***

Version ii
This record from the Open Molecules 2025 dataset describes a gas-phase ion, C11H16N3S (charge +1). The level of theory is the ωB97M-V functional and the def2-TZVPD basis.

charge: +1
SMILES: N[C@H]1Sc2ccccc2N1[NH+]1CCCC1
frontier orbital gap: 8.691 eV
highest occupied orbital energy: -11.3 eV
M: 222.34 g mol⁻¹

Geometry (Å):
H  -0.5884  -1.0562  1.5352
C  -1.5160  1.5132  2.0820
H  2.4947  -0.8614  2.4717
C  -0.1190  -0.6427  -2.3292
H  0.5512  2.0685  1.6232
N  1.8621  -0.9033  1.6335
C  1.2436  -2.1220  -3.6390
C  2.4276  -1.9148  -2.9311
C  2.1454  0.0178  0.6007
H  -1.3292  -1.1068  -0.1580
C  2.2510  -1.1881  -1.7452
C  -0.4283  1.8649  1.0800
H  -1.1018  1.2131  3.0085
H  -2.8674  0.7837  0.5116
C  -2.1837  0.2804  1.3252
S  3.4626  -0.5294  -0.5695
N  -0.2487  0.5354  0.1484
H  -0.6004  2.5662  0.2188
N  0.9996  0.1823  -0.3431
H  -0.7687  -1.7034  -4.1470
H  1.2877  -2.7670  -4.4788
H  -2.2275  2.2586  2.2566
H  1.6066  -1.9074  1.3485
C  -1.0873  -0.5013  0.7436
C  0.0043  -1.4616  -3.4196
H  -2.7003  -0.3220  2.0257
C  1.0441  -0.6311  -1.4497
H  2.4913  0.9797  1.0080
H  -0.9749  0.0852  -2.3405
H  3.3109  -2.4979  -3.2484
H  -0.6440  0.8157  -0.7592

***

Relative energies, in hartree, with the most stable structure set to zero: version i 0.0671; version ii 0.0000.